No. 1
Below is a cluster of 10 separate species, CH22O10 in total at a distorted geometry, with properties calculated with ωB97M-V/def2-TZVPD.

ΔE to the lowest compared entry with this formula, charge and spin	117.19	kcal per mole
DFT total energy	-803.48842	Ha

Last column: Mulliken charge in e.
Element x y z (Å)
O -1.419 -2.288 0.256  -0.4496
H -1.422 -1.207 0.199  0.3275
H -1.918 -2.669 1.051  0.4332
H -0.619 -2.935 0.247  0.4218
C 0.275 0.159 0.150  -1.8065
O -0.955 0.168 0.800  0.0232
H 0.910 0.988 0.342  0.7998
H 0.224 -0.296 -0.694  0.6058
H 0.677 -0.588 0.828  0.3518
O 2.051 1.409 -2.307  -0.5925
H 1.228 1.128 -2.699  0.2595
H 2.592 1.072 -3.131  0.3189
O 3.071 -0.904 -0.256  -0.7114
H 2.644 -0.275 -0.817  0.3278
H 3.162 -0.399 0.619  0.3996
O -1.638 -0.040 3.551  -0.6722
H -1.399 0.832 3.779  0.2958
H -1.349 -0.185 2.711  0.2475
O -3.668 0.238 0.869  -0.6667
H -3.998 0.205 -0.017  0.2838
H -2.731 0.412 0.946  0.3258
O -0.730 2.779 1.197  -0.6875
H -1.489 2.827 0.591  0.3505
H -0.646 1.861 0.888  -0.0321
O 1.302 -1.413 -2.998  -0.5791
H 0.384 -1.755 -3.109  0.2631
H 1.244 -1.041 -3.916  0.3148
O 3.313 0.763 2.068  -0.6739
H 2.511 0.539 2.608  0.3304
H 3.599 1.682 2.145  0.3107
O -2.094 -0.204 -1.855  -0.5993
H -1.840 -0.891 -2.586  0.3239
H -1.272 0.018 -1.469  0.1551


No. 2
Below is a cluster of 11 separate species, CH24O11 in total at a distorted geometry, with properties calculated with ωB97M-V/def2-TZVPD.

ΔE to the lowest compared entry with this formula, charge and spin	88.39	kcal per mole
DFT total energy	-879.97594	Ha

Last column: Mulliken charge in e.
Element x y z (Å)
O -0.809 -0.495 -2.352  -0.3045
H -1.394 -1.273 -2.448  0.4470
H -1.104 0.025 -1.538  0.3530
H 0.139 -0.781 -2.257  0.4658
C -0.242 0.379 0.760  -0.2912
O -1.310 -0.341 0.292  -0.9242
H 0.810 0.041 0.609  -0.1482
H -0.324 0.773 1.828  0.5115
H -0.163 1.336 0.202  0.0858
O 0.120 3.755 -1.213  -0.6179
H -0.411 4.491 -0.674  0.2791
H 0.392 4.279 -1.857  0.2670
O 1.627 -1.689 -2.196  -0.6420
H 2.024 -1.600 -1.463  0.3665
H 2.177 -1.289 -2.851  0.3601
O 3.487 0.750 0.857  -0.6468
H 4.087 0.941 0.182  0.2774
H 3.093 -0.202 0.619  0.4142
O -3.923 -1.550 0.070  -0.7003
H -3.141 -1.086 0.394  0.4003
H -4.409 -1.915 0.939  0.3064
O -2.193 -0.895 2.924  -0.6493
H -1.765 -0.764 2.049  0.2908
H -2.271 -1.783 3.002  0.2475
O 1.679 1.730 -2.472  -0.5678
H 2.522 1.987 -2.085  0.3240
H 1.199 2.333 -1.929  0.3249
O 2.673 -1.845 0.166  -0.8125
H 3.500 -2.317 0.476  0.3166
H 2.005 -2.240 0.714  0.2853
O -3.046 1.604 0.709  -0.6347
H -2.361 1.037 0.888  0.3366
H -2.933 2.258 1.378  0.2853
O 0.280 -2.248 2.042  -0.7345
H -0.267 -1.749 1.485  0.3103
H 0.264 -1.663 2.757  0.4185


No. 3
Below is a cluster of 13 separate species, CH27O13 in total at a distorted geometry, with properties calculated with ωB97M-V/def2-TZVPD.

total charge	-1
ΔE to the lowest compared entry with this formula, charge and spin	35.56	kcal per mole
DFT total energy	-1032.44550	Ha

Last column: Mulliken charge in e.
Element x y z (Å)
C -9.596 8.608 -2.942  -0.8235
O -8.689 9.169 -3.788  0.1419
H -9.690 7.551 -3.050  -0.1476
H -10.619 8.985 -3.189  0.1734
H -9.291 8.930 -1.925  0.9087
O -12.346 7.339 -2.294  -0.5808
H -13.033 7.817 -1.807  0.2691
H -11.823 8.042 -2.695  0.2643
O -12.314 9.739 -5.676  -0.5646
H -12.766 10.172 -6.423  0.2703
H -12.771 9.953 -4.861  0.2948
O -10.876 10.256 -0.211  -0.6982
H -10.383 10.443 -1.018  0.3494
H -11.720 10.716 -0.330  0.2914
O -6.344 10.293 -3.151  -0.7090
H -7.235 9.965 -3.344  0.1879
H -6.328 10.435 -2.205  0.2761
O -9.237 6.160 -0.722  -0.7625
H -9.628 5.939 -1.539  0.3132
H -8.537 6.755 -1.018  0.4473
O -7.098 7.739 -1.674  -0.8209
H -7.606 8.396 -2.209  0.1201
H -6.731 7.196 -2.348  0.3443
O -8.229 6.924 -5.328  -0.7491
H -9.089 6.473 -5.332  0.4344
H -8.459 7.747 -4.810  0.1081
O -8.752 10.253 -6.236  -0.7726
H -8.917 9.735 -5.458  0.2896
H -9.084 9.735 -6.972  0.3111
O -10.547 5.693 -5.000  -0.7055
H -10.677 5.511 -4.068  0.2995
H -11.260 6.221 -5.396  0.3216
O -9.730 11.478 -2.705  -0.7861
H -9.405 10.633 -3.036  0.2723
H -9.111 11.855 -2.055  0.3109
O -11.089 7.590 0.645  -0.6875
H -10.379 7.251 0.066  0.4436
H -11.084 8.453 0.224  0.3616
O -6.411 9.050 -6.128  -0.6400
H -7.276 9.427 -6.057  0.3537
H -5.765 9.671 -5.781  0.2891